Record 1
21
Properties=species:S:1:pos:R:3:forces:R:3 method="wB97M-V/def2-TZVPD" homo_lumo_gap_ev=8.70 de_lowest_kj_mol=242.2 total_charge=0 e_lumo_ha=0.028 homo_energy_ha=-0.292 smiles="N=C1NCCN1.C=C(O)O"
H 2.206155 1.354335 -1.069472 0.0 2.1 -1.2
N 0.669643 -0.133875 1.372528 1.0 0.4 -0.5
C 1.270344 1.116023 1.070240 3.0 -0.1 -1.8
H 0.600461 1.833849 0.758550 -1.9 1.7 -0.4
N -0.143502 -2.008299 0.255892 1.8 1.0 -0.7
H -1.290467 1.030905 -2.039697 0.3 -0.7 0.4
H -1.869177 -1.667945 0.329764 1.3 -0.6 -0.2
H 0.016355 -2.539240 -0.605701 0.0 0.1 0.3
H 1.901848 1.553728 1.861765 -0.2 -0.5 -0.3
H -0.003792 -0.068582 2.106198 -0.7 -1.0 -0.2
C -1.330770 0.104720 -1.442991 -0.5 -0.9 -0.4
C 2.144253 0.753609 -0.234634 2.2 -2.7 3.2
C -2.162455 0.070478 -0.376961 1.5 2.1 -1.2
O -2.629195 1.250218 0.141738 -1.4 -0.9 2.3
H -3.030183 0.999974 1.064239 1.0 0.7 -2.6
N 1.565588 -0.508823 -0.679660 -1.2 0.3 3.5
H 1.554316 -0.894875 -1.572543 0.1 -0.3 -1.5
H -0.853848 -0.882334 -1.728286 -1.0 1.7 -0.1
H 3.224886 0.504664 0.166219 -1.7 0.8 -0.9
C 0.647559 -0.936743 0.254818 -1.6 -2.7 0.8
O -2.488011 -0.931796 0.368002 -2.1 -0.5 1.4

Record 2
20
Properties=species:S:1:pos:R:3:forces:R:3 method="wB97M-V/def2-TZVPD" homo_lumo_gap_ev=8.66 de_lowest_kj_mol=205.4 total_charge=+2 e_lumo_ha=-0.357 homo_energy_ha=-0.675
H 3.030427 0.843918 -1.194367 -1.6 0.2 1.6
H 2.026097 -2.721061 1.018972 -0.6 -3.1 1.5
H -3.222909 0.123034 -1.157999 0.2 0.3 0.6
H -0.223614 2.598879 -1.228186 -0.3 -1.0 1.9
H -1.270856 2.662153 0.261532 -0.9 -0.1 0.4
C -0.384910 2.228845 -0.132710 -0.3 -0.2 -3.1
N -0.309855 -1.748324 0.044215 -0.9 4.9 -0.4
C -2.849156 0.141098 -0.105082 -1.2 -0.5 0.7
H -0.715784 -2.672154 0.058141 0.3 -0.3 0.2
H 0.435873 2.458007 0.445562 1.5 1.2 1.2
N -0.353256 0.717625 -0.054368 -1.8 1.2 -1.3
H 2.743614 -1.173747 1.164631 0.3 -0.2 -0.6
C 0.879520 -1.236447 0.150670 -0.9 0.6 0.6
H -2.946525 1.204483 0.379704 -0.5 -2.0 -0.7
C 2.212253 -1.872480 0.508854 -1.0 2.7 -2.4
C -1.399885 0.002636 -0.133916 2.3 -3.8 1.0
N 0.885945 0.170161 -0.021145 1.7 -2.1 0.3
H -3.485534 -0.757828 0.429352 1.9 2.4 -0.9
S 2.335439 1.131515 0.065890 1.1 -0.3 -1.3
H 2.613115 -2.100313 -0.499746 0.7 0.1 0.8

Record 3
20
Properties=species:S:1:pos:R:3:forces:R:3 method="wB97M-V/def2-TZVPD" homo_lumo_gap_ev=9.48 de_lowest_kj_mol=153.3 total_charge=+1 e_lumo_ha=-0.118 homo_energy_ha=-0.467
H 1.080015 -0.076435 1.910577 -0.5 0.5 0.7
H -1.504022 0.227496 1.252697 -0.1 -0.6 0.9
C 1.663953 0.049988 1.037554 1.7 -0.8 -1.2
H -1.192196 -1.652037 -1.037675 -0.9 -0.3 2.2
H -1.939466 2.362777 0.805048 1.3 0.1 -2.1
H 1.879246 -0.121370 -2.067153 -0.3 0.2 0.8
C 3.207216 -0.215176 -0.469174 1.9 0.0 -0.5
C -1.696854 -1.530544 0.017379 0.6 -1.3 -1.4
H -1.128312 2.942346 -0.769623 -0.9 -1.4 1.2
C 3.085548 -0.164506 0.903826 -1.5 0.0 -1.4
H 4.057060 -0.261309 -1.136343 0.2 -0.3 0.4
H -1.185441 -2.106009 0.831894 -0.2 0.4 -1.1
H 3.916328 -0.357459 1.555914 -0.3 0.2 0.5
N -1.520193 2.171954 -0.162253 -0.3 -0.3 1.1
C -1.421204 0.876038 -0.523399 -0.5 0.6 0.8
H -2.764980 -1.930541 -0.020294 1.2 1.1 0.0
N 2.024527 -0.074404 -1.055891 0.7 0.2 -0.6
N 1.079455 0.107485 -0.167106 -1.1 0.0 0.9
N -1.513778 -0.129287 0.319913 -1.6 2.1 -0.5
H -1.375965 0.705287 -1.570228 0.5 -0.5 -0.7

Record 4
20
Properties=species:S:1:pos:R:3:forces:R:3 method="wB97M-V/def2-TZVPD" homo_lumo_gap_ev=9.15 de_lowest_kj_mol=207.7 total_charge=+1 e_lumo_ha=-0.100 homo_energy_ha=-0.436
H 2.882374 -0.956996 -1.906620 0.5 -0.6 -1.6
C 1.722166 0.271232 0.969405 1.2 -2.0 -1.0
N -3.625796 0.207441 0.162146 -0.6 0.5 0.5
C 2.474856 1.266136 0.412142 0.3 -0.5 -1.2
N 2.929751 0.901709 -0.825969 -0.1 -1.5 -0.4
C -1.571340 -0.687572 -0.048219 2.2 -5.7 -0.6
H -4.427951 0.268723 -0.458857 0.2 -0.1 0.3
H -3.885465 0.419197 1.168534 0.5 -1.1 -1.6
C 2.535922 -0.389612 -1.113716 -1.7 0.3 4.2
N -2.844428 -0.969705 -0.112775 -3.0 2.4 0.7
H 1.322641 -1.813990 0.050844 0.3 0.0 0.3
H -0.113485 0.465603 0.573186 0.8 0.8 -0.4
N -1.073827 0.428451 0.257357 -1.8 1.5 -0.4
H -3.444369 -1.741565 -0.419842 1.6 -0.2 0.1
H -0.843176 -1.551612 -0.183717 -1.2 1.0 0.2
H 1.523235 0.118413 2.014744 -0.4 0.4 0.2
C 1.808049 -0.847091 0.020343 0.6 1.5 -1.6
H 2.797002 2.187164 0.754986 0.3 1.6 1.0
H 3.655121 1.314986 -1.403076 -0.4 0.5 0.5
H -1.821272 1.109092 0.089105 0.7 1.0 0.9

Record 5
20
Properties=species:S:1:pos:R:3:forces:R:3 method="wB97M-V/def2-TZVPD" homo_lumo_gap_ev=9.96 de_lowest_kj_mol=198.2 total_charge=+1 e_lumo_ha=-0.149 homo_energy_ha=-0.515
H 3.403498 1.151117 0.713247 1.4 1.0 0.6
N 1.415791 0.830283 0.795833 -0.8 0.9 1.5
N -1.146748 0.724510 1.499864 4.1 2.0 1.3
H 3.396837 -1.142959 -0.726558 4.2 -2.4 -2.0
H -1.435247 0.806448 -2.188512 0.4 -0.4 0.9
H -2.206223 1.401303 -1.029615 -1.1 1.7 0.7
N 0.628807 -0.144161 0.315432 -0.9 -0.9 -0.4
N -1.270669 1.169268 -1.217024 1.0 -1.7 -3.4
H -2.453260 -1.326996 0.756677 -0.8 -0.1 0.8
H 1.088516 -1.890963 -1.064772 -0.8 0.5 0.7
C -1.524531 -1.354951 0.251868 -0.8 3.9 -2.0
C 2.614196 0.530737 0.463179 0.0 -1.1 -1.8
C 1.365589 -1.014606 -0.471154 0.1 -1.1 -0.7
H -0.338367 1.399668 1.901266 -2.4 -1.8 -1.5
C 2.641230 -0.612031 -0.421624 -3.6 2.8 2.9
H -2.076023 1.044688 1.708954 -0.4 -0.8 -0.2
H -1.035628 -2.243697 0.368009 1.3 -2.3 0.1
H -0.602372 1.880258 -1.500784 -0.6 0.9 0.9
H -1.766060 -1.039669 -0.785874 0.1 -1.3 0.2
C -0.699329 -0.168249 0.631582 -0.4 0.1 1.4

Record 6
20
Properties=species:S:1:pos:R:3:forces:R:3 method="wB97M-V/def2-TZVPD" homo_lumo_gap_ev=7.55 de_lowest_kj_mol=709.2 total_charge=+1 e_lumo_ha=-0.194 homo_energy_ha=-0.472 smiles="[H]/N=N/[C@@H](N[N+]#C)C(C)C"
H -0.273950 -0.096247 2.202132 3.1 0.0 3.5
H -1.431233 0.464122 -1.169093 -0.7 3.2 -1.4
N 0.612965 1.477910 -0.273315 0.4 2.3 -0.2
N -0.078495 2.071113 -1.115799 1.0 -3.7 -1.0
H -1.132943 1.143157 1.088017 0.3 -2.3 1.7
C 4.254582 0.439356 -0.225327 -1.1 0.3 1.7
N 3.317049 0.262577 0.428243 -1.4 -0.4 -2.0
H 5.174820 0.836230 -0.646378 -0.3 -0.4 -0.1
H 1.735951 0.234561 1.570416 -0.6 0.7 1.1
N 1.880100 -0.210709 0.700050 3.0 -1.0 -1.6
C 0.906711 0.073144 -0.333231 -2.1 -0.9 -1.4
H -0.137775 -1.662339 0.241460 0.3 -2.0 0.8
C -0.918249 0.043391 1.469141 -2.9 1.7 -5.5
H 0.992665 -0.480455 -1.357368 0.8 1.3 1.8
H -1.808309 -0.443969 1.734657 -1.6 -0.2 0.8
C -0.498370 -0.691138 0.198226 1.7 2.8 -1.2
H -1.192213 -1.204293 -1.878893 -0.7 1.4 1.7
H -0.208409 3.024320 -0.913670 0.1 1.8 1.1
C -1.484689 -0.520306 -0.971815 1.7 -4.5 0.6
H -2.406019 -0.824031 -0.523439 -1.0 -0.1 -0.3

Record 7
25
Properties=species:S:1:pos:R:3:forces:R:3 method="wB97M-V/def2-TZVPD" homo_lumo_gap_ev=8.91 de_lowest_kj_mol=162.1 total_charge=0 e_lumo_ha=0.011 homo_energy_ha=-0.317
C 0.711614 1.709883 -1.439276 0.7 0.8 2.5
H -1.232640 -1.308196 -2.004217 -2.5 -0.2 0.1
S -2.504993 -0.873486 -0.102464 0.0 1.2 -3.1
S 2.010234 -1.236467 1.143965 -0.8 -0.7 -0.7
N -2.290926 -1.156194 -1.793405 1.0 -0.2 2.2
O -1.454908 0.048736 0.291062 -0.3 -0.5 0.4
N -1.497648 -2.245885 1.672132 2.3 1.9 1.6
H 0.765432 2.335303 1.300750 -0.7 0.0 0.3
N 0.775354 -2.430828 -0.775363 -0.5 0.3 -1.7
C -2.353793 -2.489995 0.754953 -0.2 0.3 -0.5
O -3.842746 -0.379063 -0.036024 -0.8 -0.5 0.6
C 1.477333 -2.681916 0.219001 1.7 -1.4 2.5
N 0.645844 -1.111735 -1.010740 -1.6 0.3 -1.9
N 1.177348 0.978924 -0.221542 0.4 2.0 0.2
H -1.033214 -2.889567 2.288419 -0.7 -1.2 0.0
H 1.728169 -3.745261 0.439218 -0.1 1.2 0.3
H -0.991732 -1.319177 1.873371 -1.2 -0.9 -1.1
H 2.247880 2.652320 0.591099 0.6 -0.2 -0.6
H 2.128458 1.321446 1.774585 -0.8 0.3 -1.8
H -0.358402 1.511388 -1.589312 0.3 0.6 0.0
H 1.288580 1.333756 -2.238862 0.5 -0.3 -1.2
H 1.075886 2.777871 -1.180236 -1.3 -1.5 -1.0
C 1.613252 1.824162 0.873694 0.2 -0.4 1.9
C 1.099622 -0.324054 -0.114742 2.0 -1.2 0.9
H -3.126301 -1.691935 -2.144856 1.9 0.4 0.2